(1)
A single C6H10 molecule in a non-equilibrium geometry. Source: OMol25; level of theory: the ωB97M-V functional and the def2-TZVPD basis.

Calculated values
- E_LUMO (eV) = 1.104
- SMILES = C#CCC(C)C
- energy (eV) = -6381.4562
- total charge = 0
- HOMO (eV) = -9.60
- orbital gap (eV) = 10.705
- multiplicity = 1
- energy relative to the best compared isomer or geometry (same formula, charge and spin) (kJ/mol) = 231.9

Cartesian coordinates (Å):
1 C -1.673 -1.021 1.425
2 C -1.003 -1.500 0.547
3 C -0.118 -1.409 -0.598
4 C 0.232 0.178 -0.640
5 C -0.680 1.194 0.088
6 C 1.664 0.465 -0.122
7 H -2.283 -0.686 2.223
8 H -0.618 -1.800 -1.506
9 H 0.783 -2.040 -0.483
10 H 0.131 0.469 -1.692
11 H -0.255 2.090 -0.362
12 H -0.540 1.302 1.176
13 H -1.753 1.177 -0.134
14 H 2.233 -0.462 -0.127
15 H 2.225 1.206 -0.709
16 H 1.655 0.838 0.913

From a Löwdin analysis of the wavefunction, the atomic charges in e read:
1 C 0.0867
2 C -0.1611
3 C -0.1570
4 C -0.3696
5 C -0.1287
6 C -0.0812
7 H 0.0333
8 H 0.1118
9 H 0.1029
10 H 0.1182
11 H 0.0735
12 H 0.0750
13 H 0.0804
14 H 0.0610
15 H 0.0772
16 H 0.0775

---

(2)
A single C6H10 molecule. Source: OMol25; level of theory: the ωB97M-V functional and the def2-TZVPD basis.

Calculated values
- E_LUMO (eV) = 1.093
- SMILES = CC=C=CCC
- energy (eV) = -6382.2812
- total charge = 0
- HOMO (eV) = -9.14
- orbital gap (eV) = 10.232
- multiplicity = 1
- energy relative to the best compared isomer or geometry (same formula, charge and spin) (kJ/mol) = 152.3

Cartesian coordinates (Å):
1 C -1.121 0.474 -2.469
2 C 0.296 0.621 -2.008
3 C 0.612 0.351 -0.783
4 C 0.915 -0.357 0.259
5 C 0.885 0.087 1.665
6 C -0.282 -0.603 2.363
7 H -1.783 0.157 -1.652
8 H -1.467 1.436 -2.842
9 H -1.167 -0.274 -3.264
10 H 1.117 0.858 -2.674
11 H 1.106 -1.398 0.018
12 H 0.765 1.173 1.693
13 H 1.847 -0.187 2.106
14 H -0.201 -1.688 2.234
15 H -0.280 -0.360 3.424
16 H -1.242 -0.291 1.930

From a Löwdin analysis of the wavefunction, the atomic charges in e read:
1 C -0.1019
2 C -0.1698
3 C -0.0585
4 C -0.1545
5 C -0.2738
6 C -0.1142
7 H 0.0794
8 H 0.0662
9 H 0.0724
10 H 0.1027
11 H 0.1199
12 H 0.1110
13 H 0.1060
14 H 0.0728
15 H 0.0650
16 H 0.0772

---

(3)
A single C6H10 molecule. Source: OMol25; level of theory: the ωB97M-V functional and the def2-TZVPD basis.

Calculated values
- E_LUMO (eV) = 1.104
- SMILES = C#CCC(C)C
- energy (eV) = -6382.3797
- total charge = 0
- HOMO (eV) = -9.91
- orbital gap (eV) = 11.011
- multiplicity = 1
- energy relative to the best compared isomer or geometry (same formula, charge and spin) (kJ/mol) = 142.8

Cartesian coordinates (Å):
1 C 2.511 0.314 0.087
2 C 1.496 0.766 0.551
3 C 0.119 1.079 0.923
4 C -0.808 0.097 0.148
5 C -0.706 0.246 -1.379
6 C -0.549 -1.380 0.488
7 H 3.410 -0.086 -0.319
8 H -0.113 2.129 0.688
9 H -0.017 0.990 2.011
10 H -1.832 0.346 0.451
11 H -1.527 -0.300 -1.858
12 H 0.230 -0.183 -1.756
13 H -0.752 1.288 -1.714
14 H -0.478 -1.572 1.564
15 H -1.363 -1.997 0.089
16 H 0.380 -1.736 0.026

From a Löwdin analysis of the wavefunction, the atomic charges in e read:
1 C 0.1107
2 C -0.1586
3 C -0.1881
4 C -0.4264
5 C -0.0887
6 C -0.0887
7 H 0.0249
8 H 0.1163
9 H 0.1162
10 H 0.1267
11 H 0.0773
12 H 0.0728
13 H 0.0780
14 H 0.0781
15 H 0.0772
16 H 0.0723

---

(4)
A single C6H10 molecule in a non-equilibrium geometry. Source: OMol25; level of theory: the ωB97M-V functional and the def2-TZVPD basis.

Calculated values
- E_LUMO (eV) = 1.034
- SMILES = CCC#CCC
- energy (eV) = -6381.0377
- total charge = 0
- HOMO (eV) = -8.78
- orbital gap (eV) = 9.813
- multiplicity = 1
- energy relative to the best compared isomer or geometry (same formula, charge and spin) (kJ/mol) = 272.3

Cartesian coordinates (Å):
1 C -0.008 -2.142 1.536
2 C -0.581 -1.656 0.169
3 C -1.102 -0.315 0.214
4 C -1.025 0.889 0.296
5 C -0.306 2.118 -0.057
6 C 0.806 1.862 -1.094
7 H 1.050 -1.894 1.629
8 H -0.528 -1.649 2.373
9 H -0.126 -3.224 1.696
10 H 0.002 -1.151 -0.685
11 H -1.084 -2.445 -0.381
12 H 0.134 2.514 0.864
13 H -0.998 2.878 -0.425
14 H 0.402 1.442 -2.023
15 H 1.321 2.796 -1.346
16 H 1.560 1.160 -0.719

From a Löwdin analysis of the wavefunction, the atomic charges in e read:
1 C -0.0832
2 C -0.2367
3 C -0.1067
4 C -0.0580
5 C -0.2683
6 C -0.1101
7 H 0.0672
8 H 0.0758
9 H 0.0666
10 H 0.1371
11 H 0.0974
12 H 0.1047
13 H 0.0992
14 H 0.0747
15 H 0.0671
16 H 0.0731